2 unconnected molecules or ions with the total composition C2H7OS at a distorted geometry, computed with the ωB97M-V functional and the def2-TZVPD basis.

Structure (XYZ):
```
11
Properties=species:S:1:pos:R:3:forces:R:3
S 0.10042 -1.23132 -0.31436 -0.272 0.640 0.498
H 2.54262 -0.15171 -0.63717 0.678 -0.425 0.579
H 0.92400 0.35813 1.48227 -0.350 -0.588 -0.270
H 1.75094 1.16810 -1.25789 0.192 0.349 0.106
C 0.69653 0.34837 0.39391 1.862 0.132 0.343
C 2.05350 0.74188 -0.29042 -1.799 -0.006 -1.188
H 0.09281 1.25382 0.28253 -0.578 -0.076 -0.268
H 2.65562 1.46297 0.24225 0.388 0.108 0.311
O -2.73125 0.96400 0.44148 1.900 0.187 1.188
H -2.29910 0.54188 1.20996 -1.551 -0.878 0.462
H -1.80350 1.19763 0.23682 -0.469 0.557 -1.762
```
Positions in Å, forces in eV/Å.

The highest occupied orbital energy is -0.092 Ha. As for the LUMO energy: 4.351 eV. The calculation puts the frontier orbital gap at 0.25168 hartree. As for the total charge: -1.

Atomic partial charges in e from the natural (NBO) method, atoms 1 to 8:
1 S -0.697
2 H 0.219
3 H 0.157
4 H 0.186
5 C -0.527
6 C -0.633
7 H 0.129
8 H 0.170

3 unconnected molecules or ions with the total composition C24H51BN6O7P2 at a distorted geometry, computed with the ωB97M-V functional and the def2-TZVPD basis.

Structure (XYZ):
```
91
Properties=species:S:1:pos:R:3:forces:R:3
C -4.58865 -1.98496 -0.97241 -0.069 0.055 0.187
H -7.35162 -1.69142 -2.88159 -0.073 -0.086 -0.039
C -7.36599 -2.30331 -0.82911 0.048 -0.206 0.195
H -4.91411 -1.41951 -3.01099 -0.028 -0.038 -0.099
C 2.26324 0.09779 -3.94337 0.009 -0.239 -0.572
H 3.56954 -1.76431 -1.50819 0.057 0.082 0.040
H 2.49825 0.91306 6.66641 0.041 0.041 -0.056
H 0.78510 0.75714 6.23375 0.039 0.044 0.099
H -2.94736 -0.96979 3.53966 0.454 -0.671 0.264
H 5.86706 -2.75059 -4.03902 0.011 0.034 -0.003
H 2.42992 3.19332 3.89384 -0.066 -0.080 -0.060
H -1.23320 2.97736 2.81673 0.171 0.056 -0.101
H -6.73923 1.81151 -0.97244 -0.178 0.139 -0.024
H -3.30989 -2.65229 1.26200 0.071 0.088 0.038
C -3.90769 -1.42166 3.80439 -0.669 0.651 -0.119
H -3.51613 -1.84312 -0.98785 0.059 -0.005 -0.151
C -6.74769 -1.90742 -2.00854 -0.242 0.221 -0.325
H 1.95804 1.01505 -3.42365 -0.071 -0.042 -0.017
C 6.07620 -2.09948 -4.89232 -0.251 -0.206 0.202
H -9.25596 -1.49879 -0.33211 -0.150 0.038 -0.103
H -9.08584 -3.17716 0.06967 -0.180 -0.222 -0.180
H 4.73836 3.33255 -4.33668 0.135 0.025 0.085
C -8.85861 -2.44661 -0.70307 0.279 0.487 0.325
H 2.47090 -2.00668 2.59391 -0.111 0.044 -0.026
H 3.42608 2.28020 -3.90392 0.064 -0.057 0.088
H 1.15997 3.09332 5.12110 0.028 0.029 0.006
O -4.75301 0.62936 3.32783 -0.391 0.844 0.259
H 2.86322 2.89292 5.56740 -0.024 -0.143 0.050
O -6.36367 2.14552 -0.15422 0.042 -0.428 -0.138
C -4.60236 -0.05628 2.06641 0.223 -1.360 1.192
H 3.70779 1.98079 2.30215 -0.175 0.006 0.014
H -7.01912 -2.84664 1.21520 -0.055 -0.042 0.033
H -4.70114 -3.56570 1.86858 0.293 -0.063 0.256
C -4.71851 -1.52547 2.49696 -0.467 0.161 0.329
N 0.57936 1.90292 2.67947 0.598 0.460 -0.112
H -1.41262 1.21953 2.94398 -0.067 0.080 -0.038
H -3.56726 0.03075 1.72219 -0.215 0.890 -0.573
N 3.32328 -0.59433 -3.24574 -0.118 -0.014 0.644
O -4.04922 1.51767 -0.17270 0.209 -0.639 0.280
H 2.64644 -0.27962 -1.25302 -0.051 -0.077 0.075
H 2.53891 0.34458 -4.97007 0.145 0.073 0.053
H 1.75571 2.37429 0.99679 -0.058 -0.109 0.032
N 2.81529 0.07533 2.53175 -0.072 -0.536 -0.396
C 5.28981 -0.21288 -6.13598 0.161 0.407 -0.047
H 2.50105 -1.32068 0.96373 0.039 -0.151 -0.005
O 0.45300 -0.61263 2.63146 -0.559 -0.678 2.779
C -4.68075 -0.24257 4.37568 0.484 -0.647 -0.430
C 2.12034 2.67443 4.79556 -0.294 0.298 -0.157
H 0.13568 1.77191 0.59497 -0.010 0.072 -0.045
P 1.31360 0.45369 3.23898 2.173 2.599 -3.597
H 4.50835 2.86942 -2.62827 -0.019 0.077 -0.030
C 2.94823 -1.26274 1.96333 -0.338 -0.104 -0.264
O -5.62205 0.41445 1.26510 0.836 0.352 0.027
C 2.84511 -1.09452 -1.96092 0.083 0.257 0.263
H 4.68173 0.63440 1.77255 -0.026 -0.077 0.000
H 7.34791 1.05025 -4.42028 0.004 -0.017 0.082
C -6.56419 -2.54059 0.28077 0.083 0.034 -0.378
H -3.86254 -2.28037 4.46054 0.103 -0.114 -0.067
C -0.76573 2.06964 3.19724 -0.174 -0.283 0.428
O -5.18688 -0.07391 5.44118 0.238 0.324 -0.077
H 5.12351 -0.90954 -6.96201 0.042 -0.109 0.097
C 6.74019 1.72396 -3.80444 0.223 -0.363 0.049
H 3.32349 1.14697 0.77380 0.089 -0.028 -0.013
O 5.29284 -0.07735 -1.86489 1.971 -2.020 -0.589
H 6.91672 2.73564 -4.16915 -0.116 0.006 -0.065
N 5.33127 1.38134 -3.91985 -0.514 0.070 -0.510
H 0.38532 3.41048 1.25796 -0.159 -0.048 0.020
H -4.04418 1.73322 -1.10706 0.028 0.453 0.050
C 3.65627 1.00826 1.80913 0.309 0.330 0.476
H 4.00168 -1.53939 1.88789 0.069 0.255 0.001
C -5.18657 -2.37627 0.21623 0.260 -0.158 0.253
B -5.32070 1.35876 0.31810 -0.537 0.269 -0.624
C 0.71526 2.37034 1.31147 0.034 -0.306 -0.172
H -0.74599 2.16295 4.29007 -0.026 -0.097 -0.024
H 4.54721 0.57401 -6.22344 0.019 0.021 0.117
C -4.37605 -2.59958 1.48037 -0.455 0.111 -0.387
N 5.14155 -0.96263 -4.89947 2.052 -0.982 1.184
H 1.92468 -1.66547 -2.10163 -0.040 0.104 -0.181
P 4.98070 -0.19178 -3.32394 -3.669 3.052 -1.131
H 6.28268 0.23563 -6.26553 -0.019 0.002 -0.037
H 1.94080 -0.51041 5.79272 -0.020 0.024 -0.015
H 5.96180 -2.69871 -5.79630 -0.064 0.046 -0.021
C 4.46032 2.51532 -3.66702 -0.121 -0.083 0.311
C 1.81045 0.57090 5.89229 0.216 -0.296 -0.105
N 2.09897 1.23280 4.60992 -1.725 -1.448 1.241
C -5.37629 -1.74663 -2.08976 0.208 0.058 0.197
H -9.35002 -2.67568 -1.64361 -0.021 -0.162 -0.020
H -5.77011 -1.61985 2.79241 -0.066 -0.310 -0.141
H 7.12169 -1.77611 -4.82162 0.025 -0.056 -0.095
H 7.10306 1.65804 -2.77190 0.003 0.077 -0.009
H 1.38303 -0.54631 -4.01552 0.027 -0.045 0.052
```
Positions in Å, forces in eV/Å.

The highest occupied orbital energy is -0.301 Ha. As for the LUMO energy: 0.252 eV. The calculation puts the frontier orbital gap at 0.31011 hartree. Its SMILES is Cc1cccc(C[C@H]2CC(=O)O[C@@H]2OB(O)O)c1.CN(C)P(=O)(N(C)C)N(C)C.CN(C)P(=O)(N(C)C)N(C)C. As for the total charge: 0.

Atomic partial charges in e from the Mulliken method, atoms 1 to 8:
1 C -0.426
2 H 0.401
3 C 0.773
4 H 0.419
5 C -1.024
6 H 0.316
7 H 0.353
8 H 0.311

A molecular structure, C31H45ClIrN8O, computed with the ωB97M-V functional and the def2-TZVPD basis.

Structure (XYZ):
```
87
Properties=species:S:1:pos:R:3:forces:R:3
C 2.09236 -2.94047 2.71791 -0.013 -0.029 -0.023
H -2.94089 0.90250 1.00931 -0.015 0.002 -0.036
H -3.55411 3.79378 -2.87731 -0.003 0.001 -0.006
C 3.20549 0.69281 -1.41993 0.012 0.018 -0.007
C -1.36918 -4.87017 -2.37542 0.003 -0.007 0.026
C -0.55348 0.65316 -3.90113 0.015 -0.018 -0.047
C 3.60466 -1.09874 2.90854 0.032 0.003 0.013
H 4.02696 1.24447 -0.96367 0.003 -0.021 0.011
H -3.33511 -2.87483 -0.37140 0.000 0.034 0.015
H 0.11814 1.92494 2.95237 -0.036 0.111 0.118
C -1.36170 5.22881 -0.03353 -0.021 -0.009 0.078
C 0.74096 1.29051 -1.99404 -0.073 0.006 0.011
H 3.35031 0.69374 -2.49720 0.002 0.018 -0.001
H -1.33999 -1.52219 -1.47066 -0.036 -0.029 -0.040
N -2.16798 3.05980 -0.18482 -0.028 0.054 0.011
N 0.42104 2.70108 2.36649 0.149 0.049 0.025
C 0.87116 -3.74139 -0.52316 0.073 0.093 -0.091
H -3.46823 4.76651 -0.08238 -0.019 0.012 0.032
C -2.55436 2.67726 -1.35983 0.011 -0.033 0.002
H 2.24978 3.67893 1.97577 -0.010 0.040 0.040
H -2.68863 4.29111 1.43773 -0.024 0.010 -0.004
H -1.94342 -3.43185 1.48410 -0.024 -0.011 -0.026
N -2.34192 -1.09844 1.05091 -0.043 -0.041 0.110
H -2.63520 1.20036 -3.85485 0.000 -0.002 -0.003
Ir -0.24855 2.44003 0.38939 0.087 -0.191 0.127
N -0.82647 0.50005 0.77156 -0.002 -0.253 -0.175
C 0.19602 5.07309 1.88708 -0.072 -0.010 -0.003
C 2.45847 1.66004 1.33837 -0.074 0.003 -0.089
H -2.03792 -2.28104 -2.89703 0.006 -0.006 -0.014
H 2.36078 0.64578 1.73423 0.012 0.028 -0.013
C -1.56599 -3.72151 -1.36948 0.004 0.023 -0.132
H 3.86026 -2.55471 -0.12658 0.012 0.018 0.011
H 4.89025 -0.75032 1.23057 -0.006 0.013 -0.019
H 1.22182 5.42960 1.92865 0.040 -0.059 -0.003
C -1.55692 1.84724 -2.10334 -0.089 0.051 -0.003
H 1.04460 -4.28375 -1.45312 0.016 -0.004 0.048
H -0.23350 -3.28204 1.87129 -0.017 -0.028 0.020
H 0.41474 4.22978 3.86222 0.004 0.021 -0.003
C 1.89575 1.28582 -1.04153 0.044 -0.036 -0.035
N -0.08658 4.60255 0.47287 -0.043 0.116 -0.094
H 3.51532 1.82865 1.12987 0.002 -0.019 0.038
C -0.98143 -3.10083 1.10675 0.051 0.049 -0.075
Cl 4.26123 0.23353 3.81469 0.024 -0.039 0.022
H 2.69364 -4.74837 0.02831 -0.012 -0.005 -0.002
H -1.93176 -4.65385 -3.28386 -0.014 0.003 0.006
C -3.79369 3.10896 -2.05877 0.000 0.015 0.006
C -0.61119 -3.92298 -0.15085 -0.069 -0.106 0.117
H 1.53306 0.19252 -3.66962 0.009 0.021 -0.006
H -1.30165 5.28673 -1.12067 0.011 -0.037 -0.002
N -1.11301 -1.63949 0.96273 0.026 -0.035 -0.024
C -2.55967 4.36464 0.35949 0.066 -0.052 -0.085
C 1.93399 2.69648 2.31569 -0.101 -0.008 0.037
C 3.48155 -2.34181 0.86842 -0.002 -0.014 0.000
H -0.62239 0.17464 -4.86914 -0.003 -0.012 0.006
H 1.39491 -4.99186 1.16341 0.002 0.014 0.006
H 1.07465 -2.69043 -0.76790 -0.020 -0.022 0.018
N 1.62795 1.75182 0.13213 -0.018 0.089 0.040
H -1.76552 -5.81096 -1.99098 0.003 -0.006 -0.004
H -1.45413 6.24352 0.35140 0.006 0.008 -0.009
H 1.38649 -3.61539 3.18830 -0.007 0.009 0.009
H 0.86074 -0.88487 0.73682 -0.025 -0.001 -0.027
C -0.07470 3.98629 2.91724 0.024 -0.018 -0.121
N -0.36590 1.87761 -1.50222 0.110 0.053 -0.075
C 4.06397 -1.33237 1.61949 -0.017 0.038 -0.011
C 0.66829 0.67189 -3.23285 0.011 -0.007 0.026
H 3.25934 -0.33857 -1.06325 0.005 -0.046 0.012
H -0.65311 -5.89586 -0.26532 0.011 -0.002 -0.010
C 2.63542 -1.90876 3.47507 0.000 0.011 -0.001
C 2.47252 -3.15118 1.39453 0.047 0.024 -0.005
H -4.51286 3.58037 -1.39610 0.002 -0.006 0.002
C 1.87500 -4.23891 0.53826 0.010 -0.044 0.066
H 2.33471 2.54370 3.31758 0.029 -0.073 -0.029
H 0.66222 4.96131 -0.11303 -0.013 0.067 0.022
H -4.27195 2.23491 -2.50573 0.001 0.005 -0.006
H -1.14048 3.87095 3.10777 -0.002 -0.005 0.014
H -0.30628 -2.41921 -2.60228 0.002 0.000 0.000
C -1.28505 -2.40617 -2.11627 0.015 0.020 0.021
O -0.80633 -5.21870 0.40398 -0.004 0.066 -0.009
H -3.67526 -3.83119 -1.80716 -0.001 0.010 -0.007
C -1.68538 1.23112 -3.33923 -0.014 0.014 0.036
H -0.43183 5.93479 2.10662 0.028 0.025 0.004
C -3.03310 -3.76066 -0.92866 0.001 -0.006 0.052
C -0.20152 -0.69210 0.79561 -0.033 0.040 0.113
H 2.33666 -1.76085 4.50423 -0.001 0.000 0.005
H -0.33041 -5.02300 -2.67153 -0.034 0.012 -0.019
H -3.22845 -4.63752 -0.31072 0.005 0.007 -0.010
C -2.14804 0.17915 0.93880 0.015 0.027 0.026
```
Positions in Å, forces in eV/Å.

The highest occupied orbital energy is -0.587 Ha. As for the LUMO energy: -9.834 eV. The calculation puts the frontier orbital gap at 0.22602 hartree. As for the total charge: +3.

Atomic partial charges in e from the Mulliken method, atoms 1 to 8:
1 C -0.206
2 H 0.615
3 H 0.382
4 C -1.807
5 C -1.923
6 C -0.958
7 C 0.215
8 H 0.421

A molecular structure, C9H6N2O4Tb at a distorted geometry, computed with the ωB97M-V functional and the def2-TZVPD basis.

Structure (XYZ):
```
22
Properties=species:S:1:pos:R:3:forces:R:3
C 1.71837 -1.23402 -2.36523 7.305 -2.764 -0.500
N 0.46707 0.64088 4.00663 -0.153 -0.255 -1.602
C -0.36244 -0.46016 -4.45358 0.130 0.055 -7.327
H 2.08488 0.41409 -0.25911 0.226 0.150 0.193
C -1.07306 -0.12986 0.81338 1.871 0.626 2.124
O 2.80031 -1.61047 -2.36239 -4.112 1.457 -0.159
O -0.36461 -0.46370 -5.61667 -0.011 0.015 6.057
C -0.93230 0.09349 2.16191 -1.934 -0.657 -1.486
C -0.75742 1.71866 -2.38913 -1.368 8.480 -0.165
O -0.94652 2.85951 -2.36007 0.892 -5.426 -0.304
Tb -0.39006 -0.49359 -1.89449 -0.159 0.156 1.061
H -0.30240 0.55630 4.65108 -0.230 -0.045 -0.011
C -2.07199 -1.90186 -2.34129 -7.030 -5.728 -0.633
C 0.32457 0.43507 2.67743 0.501 0.530 3.198
H 1.35130 0.88125 4.42901 0.161 0.029 -0.131
H -2.00387 -0.40435 0.31059 -0.065 0.021 0.173
N 0.06227 0.00437 0.07453 -0.187 -0.142 -2.088
O -2.95576 -2.63705 -2.36419 3.768 3.091 -0.052
H 2.41753 0.82508 2.18359 0.229 0.134 0.533
H -1.80891 -0.01409 2.77675 -0.023 0.083 0.408
C 1.43781 0.56671 1.83415 1.354 0.069 -1.855
C 1.30523 0.35375 0.48709 -1.163 0.121 2.565
```
Positions in Å, forces in eV/Å.

The highest occupied orbital energy (alpha / beta) is -0.716 / -0.718 Ha. As for the LUMO energy (alpha / beta): -13.968 / -13.716 eV. The calculation puts the frontier orbital gap (alpha / beta) at 0.20253 / 0.21398 hartree. As for the spin multiplicity: 7. As for the total charge: +3.

Atomic partial charges in e from the Mulliken method, atoms 1 to 8:
1 C 0.133
2 N -0.367
3 C 0.183
4 H 0.431
5 C -0.275
6 O 0.044
7 O 0.023
8 C -0.778

2 unconnected molecules or ions with the total composition C4H8N2O at a distorted geometry, computed with the ωB97M-V functional and the def2-TZVPD basis.

Structure (XYZ):
```
15
Properties=species:S:1:pos:R:3:forces:R:3
H -0.71000 -2.65329 0.76969 -0.711 -0.080 0.354
C -1.26907 -0.70566 -0.14904 2.056 0.404 0.669
H 1.75604 -1.12095 -1.95157 0.517 2.199 1.565
N 1.98878 -0.14988 -1.47363 -3.027 -1.757 0.911
H -0.99448 1.21772 1.76788 0.280 -1.237 1.719
H -2.31297 -0.69664 -0.13725 -1.335 0.233 -0.662
C -0.57639 -1.62495 0.49532 0.255 -1.057 -1.071
O 0.74357 -1.32585 0.63923 0.507 -0.518 0.776
C -0.67740 1.53414 0.82863 1.352 2.803 -2.642
H -0.20299 0.98726 -1.20567 0.200 -0.199 -0.156
H 0.25951 2.19543 0.82532 -1.407 -0.696 0.747
C -0.26634 0.46939 -0.25815 -3.440 0.649 1.618
H -1.52393 2.22752 0.57433 0.669 -0.731 -0.629
N 0.97340 -0.06746 0.20551 3.066 0.350 -3.464
H 2.81226 -0.28679 -0.93061 1.018 -0.362 0.267
```
Positions in Å, forces in eV/Å.

The highest occupied orbital energy is -0.305 Ha. As for the LUMO energy: 0.549 eV. The calculation puts the frontier orbital gap at 0.32548 hartree. As for the total charge: 0.

Atomic partial charges in e from the natural (NBO) method, atoms 1 to 8:
1 H 0.212
2 C -0.309
3 H 0.331
4 N -0.744
5 H 0.213
6 H 0.231
7 C 0.095
8 O -0.331